Molecular formula: C27H48OP2Pd
Method: DFT, wB97M-V/def2-TZVPD

Geometry as ORCA input:
```
! RIJCOSX wB97M-V def2-TZVPD def2/J DEFGRID3
* xyz 2 5
P 4.36913 -1.54378 -3.64389
P 1.74271 -4.17257 -3.62638
C 4.34219 -3.31100 -4.14738
C 3.10937 -3.93117 -4.79432
H 4.60920 -3.86471 -3.24072
H 5.17357 -3.35955 -4.85949
H 2.72127 -3.33570 -5.63410
H 3.34133 -4.94420 -5.16588
C 1.90145 -5.85760 -2.90721
H 1.08153 -6.04591 -2.18795
H 2.86062 -5.96807 -2.37425
H 1.82704 -6.61140 -3.71446
C 0.34967 -4.54733 -4.78898
H 0.38840 -5.60221 -5.11383
H 0.38829 -3.89292 -5.67570
H -0.63766 -4.40619 -4.31224
C 6.04993 -1.50550 -2.92358
H 6.17292 -0.61124 -2.26350
H 6.72549 -1.45148 -3.77908
H 6.19711 -2.41995 -2.33087
C 4.26275 -0.58258 -5.16651
H 3.36382 -0.86855 -5.73326
H 5.15986 -0.80199 -5.75859
H 4.23212 0.49181 -4.93665
Pd 4.05877 -0.43386 -1.80951
C -1.41023 -1.70336 -1.57533
C -0.91970 -2.57751 -0.68601
C 0.43893 -3.15873 -0.59904
C 1.59916 -2.15161 -0.45610
C 2.28909 -2.13941 -1.78456
C 1.65589 -1.62171 -2.96698
C 0.28371 -1.83538 -3.38060
C -0.67665 -0.88460 -2.62054
C 2.60050 0.75478 -0.93356
H -2.50127 -1.60359 -1.71957
H -1.55776 -2.82654 0.18689
H 0.67811 -3.81667 -1.48886
H 0.50877 -3.84957 0.25837
H 1.28441 -1.15180 -0.14107
H 2.28500 -2.48909 0.34227
H 3.03366 -2.96165 -1.82151
H 2.08513 -0.67746 -3.36527
H -0.07705 -2.85232 -3.17346
H 0.17555 -1.68535 -4.47746
H -0.09704 -0.06186 -2.19090
H -1.37816 -0.48825 -3.38671
H 1.59565 0.67676 -1.36529
H 2.97799 1.77993 -1.06889
H 2.55488 0.49587 0.13774
C -3.82043 -1.46110 0.42296
C -3.84144 -1.66750 1.92194
C -2.77290 -2.68373 2.35132
C -3.71608 -0.35087 2.67627
C -4.74797 0.08714 3.47733
C -4.69401 1.30221 4.15535
C -3.56620 2.12471 4.03525
C -2.48881 1.75340 3.25169
C -1.25714 2.65725 3.15399
C -1.62155 4.07454 2.72007
C -0.48686 2.69684 4.47568
C -2.50710 0.47065 2.53165
O -1.53082 0.11223 1.84215
H -2.85812 -1.03697 0.14995
H -4.58867 -0.75302 0.11517
H -3.95937 -2.39975 -0.11371
H -4.82189 -2.07472 2.19915
H -1.77797 -2.25468 2.19173
H -2.88136 -2.91319 3.41645
H -2.87420 -3.61628 1.78521
H -5.63144 -0.55385 3.57183
H -5.53702 1.61487 4.78188
H -3.51935 3.07540 4.56399
H -0.61197 2.20434 2.39348
H -2.23517 4.56838 3.48246
H -0.71398 4.66458 2.56490
H -2.17956 4.05090 1.77938
H -0.21136 1.68231 4.78496
H 0.43087 3.28404 4.36147
H -1.09930 3.15354 5.26498
*
```

Calculated values
**Calculated total energy**: -52858.444 eV
**Energy relative to the best compared isomer or geometry (same formula, charge and spin)**: 1.090 eV

Molecular formula: C5H11N4O
Method: DFT, wB97M-V/def2-TZVPD

Geometry as ORCA input:
```
! RIJCOSX wB97M-V def2-TZVPD def2/J DEFGRID3
* xyz 1 1
C -1.46651 -1.19807 0.59625
C -0.91995 1.06642 -0.26795
C 0.87708 -0.74729 0.70143
C -1.87153 2.16292 -0.74721
C 2.12285 -0.63544 -1.33677
N 0.14224 1.23064 0.27985
N -1.70226 -0.18015 -0.22964
N -0.26818 -1.29261 1.19486
N 1.83583 -0.51241 1.62930
O 1.12137 -1.29310 -0.45617
H -2.24061 -1.86886 0.84836
H -2.65030 1.74799 -1.45135
H -1.31650 2.91761 -1.37989
H -2.37250 2.71584 0.02447
H 3.05050 -1.28749 -1.35906
H 2.37753 0.19820 -0.68991
H 1.75315 -0.54986 -2.34234
H -2.75055 -0.16222 -0.57749
H -0.17626 -1.98956 1.87580
H 1.66107 0.18932 2.29903
H 2.79350 -0.51189 1.38844
*
```

Calculated values
**Calculated total energy**: -13362.367 eV
**Energy relative to the best compared isomer or geometry (same formula, charge and spin)**: 3.511 eV

Molecular formula: C3HN3O
Method: DFT, wB97M-V/def2-TZVPD

Geometry as ORCA input:
```
! RIJCOSX wB97M-V def2-TZVPD def2/J DEFGRID3
* xyz 0 1
C -1.28819 -0.79016 -0.26484
C 0.61918 -0.03602 1.07039
C 0.35897 0.83607 -2.16444
N -2.45004 -0.63165 -0.50629
N -0.44921 -0.81722 0.91578
N 0.87294 0.98414 -1.11110
O 1.32894 0.67025 -0.01517
H 1.00742 -0.21540 2.07567
*
```

Calculated values
**Calculated total energy**: -9637.778 eV
**Energy relative to the best compared isomer or geometry (same formula, charge and spin)**: 5.039 eV

Molecular formula: C9H15N4O4Pd
Method: DFT, wB97M-V/def2-TZVPD

Geometry as ORCA input:
```
! RIJCOSX wB97M-V def2-TZVPD def2/J DEFGRID3
* xyz 1 3
Pd 0.30039 -0.36201 0.66173
N 2.44861 -0.47579 0.88911
C 3.31631 0.69090 1.21702
C 3.33429 1.72207 0.08626
C 2.33593 2.88273 0.20329
C 0.88402 2.50306 0.45198
N 0.39016 1.48083 -0.50709
H 2.63730 -1.22494 1.55202
H 2.74009 -0.85703 -0.01043
H 4.32793 0.32407 1.39339
H 2.96537 1.13080 2.15162
H 3.22801 1.19849 -0.87086
H 4.32920 2.16542 0.04297
H 2.39885 3.49055 -0.70239
H 2.64256 3.53219 1.02573
H 0.25289 3.39008 0.40416
H 0.77506 2.10384 1.46824
H 1.01940 1.37501 -1.29668
H -0.52042 1.71106 -0.88945
O -3.67268 -3.58471 -2.25175
C -4.26889 -2.81907 -1.35996
O -5.45890 -2.78239 -1.20563
C -3.40546 -1.94619 -0.49115
C -3.95846 -1.13885 0.48332
N -2.95677 -0.47900 1.08257
N -1.76990 -0.81868 0.56055
C -2.02526 -1.70903 -0.40023
C -0.85657 -2.26638 -1.17759
O -1.04783 -3.10102 -2.04079
O 0.30735 -1.78457 -0.86484
H -2.68981 -3.48148 -2.23989
H -4.99106 -1.01573 0.76493
H -3.01174 0.14577 1.86985
*
```

Calculated values
**Calculated total energy**: -27200.468 eV
**Energy relative to the best compared isomer or geometry (same formula, charge and spin)**: 0.000 eV

Molecular formula: C14H9F2N
Method: DFT, wB97M-V/def2-TZVPD

Geometry as ORCA input:
```
! RIJCOSX wB97M-V def2-TZVPD def2/J DEFGRID3
* xyz 0 1
C -1.33342 -0.14244 1.84480
N -0.15384 -0.09406 1.84785
F -2.35455 3.59457 5.34228
C -2.89997 2.36403 5.00355
C -3.17867 1.45320 5.96521
C -3.60460 0.16766 5.56975
C -3.71643 -0.15066 4.20598
C -3.16522 0.73944 3.22993
C -2.76162 0.16154 1.87253
C -3.18010 0.94388 0.62765
C -3.77996 0.23268 -0.46135
C -3.69999 0.76386 -1.75987
C -3.26459 2.09163 -1.95827
C -2.93332 2.82965 -0.87319
F -2.38039 4.09334 -1.02673
C -2.96372 2.30785 0.44435
C -2.98852 2.06650 3.62024
H -2.95867 1.70240 7.02383
H -3.80070 -0.60702 6.32639
H -4.01026 -1.18171 3.90238
H -3.29968 -0.78560 1.80079
H -4.08671 -0.82939 -0.31896
H -3.92926 0.12288 -2.62485
H -3.07341 2.50570 -2.96974
H -2.57605 2.90931 1.24580
H -2.67799 2.81474 2.91366
*
```

Calculated values
**Calculated total energy**: -21587.488 eV
**SMILES string**: N#CC(c1cccc(F)c1)c1cccc(F)c1